The following is a quantum chemistry calculation of an isolated molecule of C4H8N2S, from OMol25.

Results
Structure (SMILES): [H]/N=C(/NC=C)SC
2S+1: 1
Gap between HOMO and LUMO in eV: 9.045
HOMO energy in eV: -8.459
LUMO level in eV: 0.587

Atoms and positions in Å:
H  -1.8378  -0.8946  -0.8653
N  -0.9736  -0.7269  -0.2602
C  0.1324  -0.1296  -0.4092
N  1.1209  0.0643  0.4927
C  1.2043  -0.6904  1.5512
C  1.5534  -0.1689  2.9215
S  0.1149  0.9893  -1.8803
C  -1.5968  0.7549  -2.3640
H  2.0269  0.5623  0.2308
H  0.9368  -1.6983  1.2751
H  1.7786  -1.0857  3.5250
H  1.8105  1.0813  3.1408
H  -2.0084  1.6803  -2.9579
H  -1.6909  -0.2925  -2.8738
H  -2.5714  0.5546  -1.5265